Molecular formula: C28H44GeHgNOTe
Method: DFT, wB97M-V/def2-TZVPD

Cartesian coordinates (Å):
Hg: 0.231 -0.551 -1.786
C: 0.762 -3.493 -0.275
C: -0.415 -2.745 0.317
O: -1.236 -3.355 1.040
N: -0.706 -1.421 -0.021
Te: -2.358 -1.152 1.076
C: -1.521 -0.971 3.110
C: -0.576 0.003 3.413
C: -0.142 1.027 2.450
C: -0.009 -0.089 4.646
C: -0.282 -1.073 5.525
C: 0.416 -1.112 6.870
C: -1.152 -2.093 5.195
C: -1.773 -2.091 3.943
C: -2.690 -3.242 3.642
C: -2.909 0.880 0.908
C: -2.383 1.950 0.148
C: -1.174 1.851 -0.700
C: -3.032 3.194 0.099
C: -4.278 3.406 0.772
C: -5.066 4.687 0.833
C: -4.809 2.285 1.352
C: -4.122 1.034 1.454
C: -4.755 0.046 2.385
H: 1.477 -3.600 0.560
H: 1.225 -2.937 -1.084
H: 0.479 -4.515 -0.549
H: 0.908 1.342 2.651
H: -0.723 1.952 2.514
H: -0.240 0.614 1.506
H: 0.735 0.641 4.891
H: 0.928 -0.160 6.930
H: 1.245 -1.831 7.024
H: -0.264 -1.081 7.753
H: -1.336 -2.913 5.886
H: -3.438 -3.303 4.447
H: -2.101 -4.131 3.589
H: -3.235 -3.009 2.748
H: -0.189 1.384 -0.360
H: -0.833 2.923 -0.993
H: -1.573 1.495 -1.624
H: -2.577 4.145 -0.371
H: -4.959 5.040 1.844
H: -6.110 4.486 0.794
H: -4.735 5.537 0.237
H: -5.579 2.375 2.097
H: -5.510 0.572 2.907
H: -3.977 -0.350 3.046
H: -5.228 -0.755 1.828
C: 5.027 -0.286 -7.337
C: 4.269 -0.825 -6.084
C: 2.793 -0.766 -6.218
C: 2.125 -1.307 -4.873
Ge: 1.433 0.156 -3.865
C: 2.838 1.332 -3.168
C: 2.917 1.398 -1.605
C: 3.424 0.145 -0.894
C: 2.955 -0.015 0.522
H: 6.084 -0.344 -7.272
H: 4.764 0.704 -7.614
H: 4.700 -0.915 -8.151
H: 4.524 -0.202 -5.177
H: 4.636 -1.850 -5.823
H: 2.408 -1.493 -6.976
H: 2.329 0.168 -6.502
H: 2.885 -1.865 -4.321
H: 1.327 -1.956 -5.155
H: 0.283 0.744 -4.689
H: 2.527 2.276 -3.603
H: 3.765 1.098 -3.558
H: 1.899 1.618 -1.227
H: 3.438 2.223 -1.209
H: 4.524 0.149 -0.887
H: 3.205 -0.696 -1.575
H: 3.300 0.826 1.176
H: 3.330 -1.015 0.832
H: 1.880 -0.202 0.582

The calculation puts the energy at -101263.0002 eV. The calculation puts the LUMO energy at -2.579 eV. The value obtained for the HOMO-LUMO gap is 8.96 eV. As for the molar mass: 811.47 Da. As for the net charge: +1. Its multiplicity is 1. The energy above the lowest of the compared OMol25 structures with the same formula, charge and spin is 29.7 kcal per mole.

Atom charges from the Mulliken analysis, given in e for atoms 1 to 5: number 1, Hg, carries 0.73; number 2, C, carries -1.07; number 3, C, carries 0.81; number 4, O, carries -0.59; number 5, N, carries -0.31

Molecular formula: C4H12SSi
Method: DFT, wB97M-V/def2-TZVPD

Cartesian coordinates (Å):
C: -0.450 -0.914 1.885
Si: -0.003 0.645 0.868
C: -1.551 1.736 0.605
C: 0.292 -0.206 -0.862
C: 1.721 0.153 -1.302
S: 2.489 -0.631 -2.873
H: -1.553 -0.909 1.874
H: -0.086 -1.790 1.370
H: -0.221 -1.052 2.952
H: 1.207 1.190 1.554
H: -2.283 1.333 1.259
H: -1.404 2.736 0.934
H: -1.912 1.819 -0.412
H: -0.552 -0.097 -1.634
H: 0.348 -1.307 -0.678
H: 2.334 -0.116 -0.507
H: 1.676 1.320 -1.486
H: 1.384 -0.364 -3.496

The calculation puts the energy at -23054.7629 eV. The calculation puts the LUMO energy at 0.973 eV. The value obtained for the HOMO-LUMO gap is 9.94 eV. As for the molar mass: 120.29 Da. Its multiplicity is 1. The energy above the lowest of the compared OMol25 structures with the same formula, charge and spin is 39.4 kcal per mole.

Atom charges from the Mulliken analysis, given in e for atoms 1 to 5: number 1, C, carries -1.08; number 2, Si, carries 0.47; number 3, C, carries -1.11; number 4, C, carries -0.57; number 5, C, carries -0.81

Molecular formula: C22H21F8N3OS
Method: DFT, wB97M-V/def2-TZVPD

Cartesian coordinates (Å):
O: -2.396 0.364 -1.673
C: -3.373 0.733 -0.942
C: -3.624 -0.106 0.402
C: -2.291 -0.967 0.721
C: -1.103 -0.419 1.585
C: -1.268 1.057 2.165
C: -0.270 2.005 1.282
C: -0.245 3.532 1.799
C: -0.988 4.581 0.832
N: -0.764 4.355 -0.625
C: -1.976 4.379 -1.428
C: -1.535 4.079 -2.890
C: 0.024 3.906 -2.811
C: 0.491 4.088 -1.335
C: 0.206 -1.239 1.864
C: 1.456 -0.810 2.726
F: 2.601 -0.705 1.857
F: 1.768 -1.822 3.713
F: 1.369 0.406 3.434
C: 0.287 -2.665 1.198
C: 1.551 -3.642 1.311
C: 2.077 -4.144 -0.157
C: 3.394 -3.321 -0.592
C: 3.105 -1.980 -1.413
F: 4.281 -1.142 -1.243
F: 2.004 -1.210 -0.940
C: 2.902 -2.175 -2.995
F: 1.542 -2.552 -3.202
F: 3.839 -3.034 -3.613
F: 3.048 -0.869 -3.590
C: -0.937 -3.221 0.342
N: -1.089 -4.497 -0.315
S: -2.596 -4.605 -1.091
N: -3.292 -3.052 -0.755
C: -2.266 -2.419 0.057
H: -4.035 1.603 -1.287
H: -3.991 0.504 1.294
H: -4.472 -0.860 0.157
H: -1.003 1.064 3.282
H: -2.311 1.511 2.062
H: 0.821 1.622 1.359
H: -0.534 1.904 0.156
H: -0.783 3.538 2.825
H: 0.822 3.928 2.016
H: -2.125 4.482 1.014
H: -0.696 5.656 1.101
H: -2.995 4.572 -0.959
H: -2.240 3.992 -3.782
H: 0.704 3.649 -3.704
H: 1.537 4.010 -0.877
H: 1.185 -4.584 1.877
H: 2.465 -3.180 1.817
H: 2.314 -5.278 -0.134
H: 1.301 -3.992 -0.983
H: 4.042 -3.017 0.319
H: 4.065 -4.015 -1.233

The calculation puts the energy at -62237.1206 eV. The calculation puts the LUMO energy at -1.584 eV. The value obtained for the HOMO-LUMO gap is 6.33 eV. As for the molar mass: 527.48 Da. Its multiplicity is 1.

Atom charges from the Mulliken analysis, given in e for atoms 1 to 5: number 1, O, carries -0.47; number 2, C, carries 0.10; number 3, C, carries -1.42; number 4, C, carries 0.09; number 5, C, carries 0.28

Molecular formula: C17H14CaClNO4
Method: DFT, wB97M-V/def2-TZVPD

Cartesian coordinates (Å):
C: 1.375 -2.105 -0.064
C: 1.444 -2.143 -1.486
C: 0.107 -2.135 -1.997
H: 2.356 -2.293 -2.074
C: -0.788 -2.093 -0.883
C: -0.003 -2.092 0.305
H: -0.381 -2.174 1.327
H: 2.217 -2.163 0.636
H: -0.186 -2.291 -3.042
H: -1.879 -2.169 -0.921
Ca: 0.231 0.481 -0.835
Cl: 1.781 1.521 0.733
C: 0.599 2.812 -5.562
C: -0.638 2.168 -5.908
C: -0.325 0.928 -6.563
H: -1.636 2.564 -5.737
C: 1.105 0.806 -6.622
C: 1.676 1.970 -6.004
H: 2.738 2.187 -5.915
H: 0.703 3.782 -5.082
H: -1.043 0.220 -6.971
H: 1.657 -0.011 -7.081
O: -3.060 1.125 1.820
C: -1.925 0.640 1.741
O: -1.268 0.380 0.654
C: -1.219 0.339 3.066
C: 0.057 -0.267 3.228
C: 0.594 -0.500 4.490
C: -0.128 -0.108 5.627
C: -1.384 0.513 5.503
C: -1.908 0.728 4.241
N: 0.422 -0.325 6.928
O: 1.544 -0.866 7.027
O: -0.235 0.033 7.929
H: 0.651 -0.523 2.344
H: 1.563 -0.966 4.611
H: -1.935 0.814 6.383
H: -2.881 1.216 4.149

The calculation puts the energy at -58498.2962 eV. The calculation puts the LUMO energy at 3.091 eV. The value obtained for the HOMO-LUMO gap is 4.14 eV. As for the molar mass: 371.83 Da. As for the net charge: -2. Its multiplicity is 1.

Atom charges from the Mulliken analysis, given in e for atoms 1 to 5: number 1, C, carries -0.38; number 2, C, carries -0.60; number 3, C, carries -0.62; number 4, H, carries 0.40; number 5, C, carries -0.77

Molecular formula: C20H18F3IMgN4OS
Method: DFT, wB97M-V/def2-TZVPD

Cartesian coordinates (Å):
Mg: 0.731 -0.310 -0.757
C: -0.184 -0.323 2.372
N: 0.817 -0.326 1.309
C: 2.062 -0.307 1.653
C: 3.080 -0.309 0.665
C: 4.474 -0.284 0.779
C: 4.970 -0.310 -0.524
C: 3.854 -0.346 -1.365
N: 2.713 -0.345 -0.662
C: -0.216 0.960 3.178
C: -0.183 0.921 4.566
C: -0.226 2.093 5.310
C: -0.300 3.318 4.668
C: -0.331 3.366 3.280
C: -0.290 2.195 2.540
H: -0.006 -1.159 3.055
H: -1.163 -0.480 1.912
H: 2.356 -0.284 2.706
H: 5.038 -0.252 1.700
H: 6.004 -0.300 -0.829
H: 3.836 -0.386 -2.446
H: -0.121 -0.035 5.074
H: -0.200 2.046 6.392
H: -0.334 4.233 5.245
H: -0.394 4.319 2.771
H: -0.329 2.237 1.458
F: -5.535 -0.121 -0.896
C: -4.277 0.381 -0.947
F: -4.216 1.126 -2.064
F: -4.156 1.207 0.109
C: -3.267 -0.731 -0.920
C: -3.701 -2.034 -0.832
C: -2.774 -3.072 -0.771
C: -1.439 -2.737 -0.772
N: -0.997 -1.484 -0.855
C: -1.870 -0.447 -0.955
S: -1.220 1.120 -1.107
H: -4.759 -2.257 -0.804
H: -3.087 -4.104 -0.710
H: -0.673 -3.502 -0.698
N: 1.524 0.723 -4.529
C: 0.882 -0.328 -3.997
O: 0.803 -0.503 -2.792
C: 0.258 -1.306 -4.961
I: -1.384 -0.401 -6.005
H: 1.898 1.416 -3.901
H: 1.515 0.914 -5.514
H: -0.141 -2.150 -4.413
H: 0.964 -1.641 -5.715

The calculation puts the energy at -61578.0221 eV. The calculation puts the LUMO energy at -0.249 eV. The value obtained for the HOMO-LUMO gap is 7.31 eV. As for the molar mass: 570.66 Da. Its multiplicity is 1.

Atom charges from the Mulliken analysis, given in e for atoms 1 to 5: number 1, Mg, carries 0.38; number 2, C, carries -1.22; number 3, N, carries -0.18; number 4, C, carries 0.25; number 5, C, carries 0.11

Molecular formula: C24H36F6N2O3P3Pt
Method: DFT, wB97M-V/def2-TZVPD

Cartesian coordinates (Å):
Pt: 0.712 -0.406 -0.200
C: 0.221 2.700 -2.223
C: 1.721 2.583 -1.948
C: 2.435 1.912 -3.125
P: 2.003 1.548 -0.451
C: 3.834 1.618 -0.125
C: 4.437 2.992 -0.403
C: 4.107 1.182 1.317
C: 1.326 2.423 0.980
C: 1.309 3.808 1.068
C: 0.897 4.448 2.224
C: 0.569 3.683 3.334
C: 0.544 2.303 3.252
C: 0.819 1.646 2.040
N: 0.648 0.293 1.865
C: -0.177 -0.566 2.567
C: -1.250 -0.163 3.376
C: -2.039 -1.099 4.022
C: -1.797 -2.455 3.868
C: -0.792 -2.873 3.009
C: 0.005 -1.952 2.354
P: 1.183 -2.357 1.042
C: 0.849 -3.972 0.199
C: 1.256 -5.251 0.928
C: -0.604 -4.021 -0.286
C: 2.811 -2.376 1.926
C: 2.882 -3.358 3.094
C: 3.959 -2.552 0.932
H: 0.051 3.410 -3.033
H: -0.184 1.736 -2.528
H: -0.330 3.031 -1.343
H: 2.147 3.573 -1.768
H: 1.998 0.933 -3.322
H: 2.313 2.512 -4.028
H: 3.506 1.784 -2.957
H: 4.279 0.881 -0.802
H: 5.464 3.006 -0.036
H: 4.453 3.228 -1.465
H: 3.891 3.774 0.127
H: 3.930 2.009 2.004
H: 3.457 0.353 1.600
H: 5.144 0.861 1.423
H: 1.609 4.405 0.216
H: 0.862 5.527 2.272
H: 0.322 4.167 4.269
H: 0.311 1.715 4.126
H: -1.501 0.884 3.435
H: -2.866 -0.766 4.635
H: -2.416 -3.183 4.375
H: -0.650 -3.932 2.839
H: 1.478 -3.861 -0.693
H: 0.818 -5.321 1.923
H: 0.902 -6.105 0.347
H: 2.338 -5.344 1.015
H: -1.277 -4.374 0.496
H: -0.950 -3.044 -0.615
H: -0.679 -4.689 -1.143
H: 2.857 -1.366 2.345
H: 3.021 -4.381 2.752
H: 3.734 -3.104 3.728
H: 1.979 -3.310 3.704
H: 3.993 -3.576 0.557
H: 3.838 -1.876 0.083
H: 4.914 -2.337 1.414
F: 0.057 -0.699 -2.320
P: 0.086 -1.782 -3.657
F: -0.819 -0.715 -4.426
F: 1.420 -1.014 -4.148
F: 0.137 -2.776 -4.890
F: 1.022 -2.743 -2.736
F: -1.210 -2.487 -3.040
O: -3.274 0.293 0.322
N: -2.094 0.126 0.108
O: -1.312 1.084 -0.125
O: -1.580 -1.037 0.151

The calculation puts the energy at -82015.8366 eV. As for the expectation value of S²: 0.756. The calculation puts the LUMO energy (alpha / beta) at -1.968 / -2.225 eV. The value obtained for the HOMO-LUMO gap (alpha / beta) is 6.10 / 5.85 eV. As for the molar mass: 802.55 Da. Its multiplicity is 2. The energy above the lowest of the compared OMol25 structures with the same formula, charge and spin is 28.4 kcal per mole.

Atom charges from the Mulliken analysis, given in e for atoms 1 to 5: number 1, Pt, carries 2.80; number 2, C, carries -1.46; number 3, C, carries 0.72; number 4, C, carries -1.47; number 5, P, carries 0.25